# 1
{
  "formula": "C7H11N3O3",
  "method": "the ωB97M-V functional and the def2-TZVPD basis",
  "symbols": ["C", "C", "C", "C", "C", "C", "C", "N", "N", "N", "O", "O", "O", "H", "H", "H", "H", "H", "H", "H", "H", "H", "H", "H"],
  "xyz": [[3.05197, 0.16102, -1.68018], [2.28490, -0.37416, -0.66080], [2.18558, 0.82009, -2.58193], [0.33519, -0.78221, 1.42779], [-0.46238, 1.37312, 0.51571], [-1.41908, -0.75875, -0.45424], [-0.16498, -0.04710, 0.13612], [0.91819, 0.69452, -1.97471], [0.94487, -0.14159, -0.85823], [2.86427, -1.41758, 0.21466], [2.39088, 1.24760, -3.71681], [3.65178, -1.20616, 1.08598], [2.47224, -2.50772, -0.04432], [4.10021, 0.30609, -1.86974], [0.81847, -1.80449, 1.38391], [0.93172, -0.06014, 1.93371], [-0.52628, -0.87579, 2.06092], [-0.28372, 2.01117, -0.34565], [0.27882, 1.68059, 1.20927], [-1.46249, 1.44201, 0.86517], [-1.93294, -0.16418, -1.20283], [-1.18273, -1.71889, -0.78463], [-2.17458, -0.81536, 0.25167], [0.08679, 1.03265, -2.38629]],
  "smiles": "CC(C)(C)n1[nH]c(=O)cc1[N+](=O)[O-]",
  "total_charge": 0,
  "total_energy_ev": -18045.3128,
  "homo_energy_ev": -8.8,
  "e_above_lowest_ev": 5.6064
}

# 2
{
  "formula": "C20H26ClCoN3O8P2",
  "method": "the ωB97M-V functional and the def2-TZVPD basis",
  "symbols": ["Co", "C", "C", "O", "P", "O", "O", "O", "P", "O", "O", "O", "H", "H", "H", "H", "H", "H", "H", "C", "N", "C", "C", "C", "C", "C", "N", "C", "C", "C", "C", "C", "C", "H", "H", "H", "H", "H", "H", "H", "H", "H", "H", "H", "Cl", "C", "C", "C", "C", "N", "C", "H", "H", "H", "H", "C", "O", "H", "H", "H", "H"],
  "xyz": [[0.42127, 0.56192, -0.73904], [2.81113, 1.66597, 2.90147], [2.01034, 0.37663, 2.72979], [2.12843, -0.46820, 3.85928], [0.22850, 0.77626, 2.45362], [-0.50258, -0.43498, 3.11453], [-0.15090, 2.01825, 3.37000], [-0.20586, 1.08409, 1.04277], [2.75494, -0.57540, 1.31249], [2.08660, -2.02954, 1.44062], [4.21191, -0.58616, 1.43751], [2.13440, 0.06820, 0.06889], [2.47032, 2.22011, 3.77790], [2.71511, 2.31816, 2.03078], [3.86259, 1.40323, 3.00621], [2.24710, 0.06119, 4.65854], [-1.42593, -0.56779, 2.85130], [-0.28544, 2.84088, 2.89533], [2.56649, -2.56968, 2.07531], [-0.89866, -2.05433, 0.14859], [-0.86836, -0.88162, -0.72161], [-1.90961, -0.64867, -1.45788], [-1.96223, 0.58587, -2.11544], [-2.79321, 1.22714, -3.03350], [-2.21397, 2.47130, -3.26460], [-1.05887, 2.54083, -2.47991], [-0.91851, 1.41090, -1.77283], [-2.10795, -2.12124, 1.06251], [-2.43058, -3.34549, 1.63834], [-3.46360, -3.44612, 2.55828], [-4.19243, -2.32125, 2.91764], [-3.88463, -1.09681, 2.34443], [-2.84922, -0.99468, 1.41947], [-0.00119, -2.04787, 0.75310], [-0.85069, -2.96671, -0.45682], [-2.70827, -1.38306, -1.51769], [-3.69389, 0.83039, -3.47260], [-2.57928, 3.24934, -3.91389], [-0.35459, 3.35534, -2.41376], [-1.86530, -4.22979, 1.36784], [-3.70047, -4.40736, 2.99450], [-4.99862, -2.39944, 3.63419], [-4.45396, -0.21509, 2.60933], [-2.62149, -0.02958, 0.98366], [2.32837, -3.67398, -3.61885], [2.04433, -1.97974, -3.56720], [2.43780, -1.15196, -4.60577], [2.18357, 0.20403, -4.49182], [1.54741, 0.68312, -3.36385], [1.16816, -0.12963, -2.37534], [1.41789, -1.43715, -2.46126], [2.93308, -1.56368, -5.47416], [2.47359, 0.89125, -5.27304], [1.31998, 1.73220, -3.23969], [1.13584, -2.05762, -1.62642], [1.17030, 3.51846, -0.25376], [1.52266, 2.27753, -0.88201], [1.53691, 4.34513, -0.86012], [1.60920, 3.58128, 0.74207], [0.08770, 3.55753, -0.18049], [2.38436, 1.95804, -0.56691]],
  "total_charge": 1,
  "total_energy_ev": -110740.0326,
  "homo_energy_ev": -11.2,
  "e_above_lowest_ev": 0.2799
}

# 3
{
  "formula": "C4H8O2",
  "method": "the ωB97M-V functional and the def2-TZVPD basis",
  "symbols": ["C", "C", "O", "C", "C", "O", "H", "H", "H", "H", "H", "H", "H", "H"],
  "xyz": [[-0.17322, 0.87200, 0.90511], [0.45683, -0.41543, 1.39086], [0.98684, -1.02016, 0.21856], [0.16794, -1.03566, -0.98124], [-0.44749, 0.45220, -1.40667], [-1.04759, 0.58782, -0.14317], [-0.83754, 1.34756, 1.61575], [0.61378, 1.55931, 0.55804], [1.28445, -0.25105, 2.10420], [-0.28793, -1.04791, 1.90559], [-0.66113, -1.74112, -0.78600], [0.87566, -1.39965, -1.70477], [-1.27953, 0.88269, -2.06063], [0.34892, 1.20941, -1.61564]],
  "smiles": "C1COCCO1",
  "total_charge": 0,
  "total_energy_ev": -8370.1975,
  "homo_energy_ev": -9.0,
  "e_above_lowest_ev": 3.0843
}

# 4
{
  "formula": "C9H18O2S",
  "method": "the ωB97M-V functional and the def2-TZVPD basis",
  "symbols": ["C", "C", "C", "C", "C", "C", "C", "C", "C", "O", "O", "S", "H", "H", "H", "H", "H", "H", "H", "H", "H", "H", "H", "H", "H", "H", "H", "H", "H", "H"],
  "xyz": [[1.87329, -0.16873, 0.23264], [0.89573, 0.84458, 0.68925], [-0.35427, 0.19647, 1.16856], [-0.47226, -0.70004, -1.70368], [1.50647, 1.87202, 1.68040], [-1.47564, 1.08940, 1.12789], [-0.33702, -1.10536, 1.90906], [-1.65752, -1.59584, -1.55530], [-0.58319, 0.55864, -2.48834], [1.05935, -2.54371, -0.69462], [2.01947, -0.95464, -2.24692], [1.11397, -1.16629, -1.19152], [2.87770, 0.01419, -0.31650], [2.23876, -0.79633, 1.10441], [0.55373, 1.41443, -0.11132], [0.80779, 2.64843, 1.62660], [2.59806, 2.11899, 1.28626], [1.75637, 1.32175, 2.64310], [-2.39935, 0.54138, 1.12030], [-1.55322, 1.55786, 0.15566], [-1.59522, 1.78430, 2.04070], [0.04534, -0.96672, 3.07485], [0.08617, -1.93395, 1.44234], [-1.32865, -1.44947, 2.03292], [-2.51245, -1.10560, -1.06874], [-1.41171, -2.63608, -1.36370], [-2.14096, -1.79221, -2.53844], [-0.70393, 1.54665, -2.00892], [-1.35803, 0.62898, -3.25346], [0.45120, 0.77687, -2.79348]],
  "total_charge": 0,
  "total_energy_ev": -24549.6073,
  "homo_energy_ev": [-7.6, -8.6],
  "e_above_lowest_ev": 4.9014
}